1.
Below is a structure of composition C27H15F8MoNO2S5 in a non-equilibrium geometry, with properties calculated with ωB97M-V/def2-TZVPD.

Frontier orbital gap (spin up / spin down) ... 5.868 / 6.493 eV
HOMO level (spin up / spin down) ... -7.384 / -7.780 eV
Multiplicity ... 3
Total charge ... 0

Last column: natural (NBO) charge in e.
Geometry (Å):
Mo: -0.92278 -0.01843 -0.46347  0.663
S: -2.74928 0.65157 -2.01057  -0.106
C: -4.07958 -0.22633 -1.29437  -0.199
C: -5.38098 0.21427 -1.53587  -0.212
C: -6.45848 -0.40073 -0.93097  -0.178
C: -6.26438 -1.46993 -0.06847  -0.230
C: -4.98588 -1.94973 0.14483  -0.222
C: -3.90898 -1.34973 -0.48287  -0.143
S: -2.29828 -2.09713 -0.27437  0.480
C: -2.01608 -2.64413 -2.00597  -0.575
C: -0.63018 -2.34633 -2.46887  0.257
C: 0.00002 -3.22813 -3.33227  -0.239
C: 1.26132 -2.92383 -3.81227  -0.129
C: 1.84912 -1.73753 -3.41037  -0.189
C: 1.18062 -0.90623 -2.52387  0.250
C: 1.83402 0.34497 -2.03367  -0.593
S: 0.77162 -1.34683 0.72213  -0.125
C: 0.64342 -0.67563 2.32913  -0.076
C: 1.66782 -0.93913 3.23223  -0.258
C: 1.62572 -0.41393 4.50723  -0.208
C: 0.54452 0.36307 4.89483  -0.216
C: -0.49848 0.59397 4.01933  -0.196
C: -0.45418 0.08937 2.72563  -0.239
S: -1.84138 0.35357 1.67223  0.093
N: -0.04808 -1.20653 -2.05567  -0.475
H: -5.51978 1.06367 -2.18667  0.227
H: -7.45758 -0.03893 -1.11687  0.219
H: -7.09638 -1.93763 0.43133  0.220
H: -4.80178 -2.78313 0.80383  0.225
H: -2.73958 -2.09463 -2.61347  0.276
H: -2.22588 -3.71133 -2.05957  0.243
H: -0.49878 -4.13723 -3.62257  0.231
H: 1.77652 -3.59683 -4.47527  0.230
H: 2.82862 -1.45803 -3.76457  0.231
H: 1.36122 0.63317 -1.10347  0.268
H: 1.75012 1.16147 -2.75737  0.278
H: 2.48642 -1.56763 2.91373  0.219
H: 2.43582 -0.60823 5.19343  0.215
H: 0.50582 0.77017 5.89193  0.215
H: -1.35998 1.16947 4.32203  0.220
F: 5.55362 2.27977 3.43643  -0.280
C: 5.06282 1.81157 2.28873  0.266
C: 3.70662 1.89757 2.00243  0.326
F: 2.86962 2.45597 2.87633  -0.285
C: 3.19052 1.40777 0.80353  0.319
F: 1.86462 1.57067 0.64153  -0.310
C: 4.00612 0.80047 -0.15247  -0.281
S: 3.62812 0.10167 -1.72307  0.304
C: 5.37602 0.74177 0.16093  0.327
F: 6.21022 0.19787 -0.73297  -0.293
C: 5.90622 1.23177 1.34183  0.275
F: 7.21852 1.15307 1.56483  -0.282
F: -2.02208 3.32077 0.38503  -0.315
C: -1.03458 3.95957 -0.26427  0.892
F: -0.30198 4.59287 0.66263  -0.312
F: -1.60828 4.88907 -1.03067  -0.306
C: -0.16408 2.93677 -1.06657  0.715
O: 0.62472 3.30957 -1.91287  -0.572
O: -0.37288 1.74677 -0.68137  -0.637


2.
Below is an isolated molecule of C21H21N3O3 in a non-equilibrium geometry, with properties calculated with ωB97M-V/def2-TZVPD.

SMILES ... Nc1ccc2cccc(O[C@@H]3CCN(c4ccc5c(c4)OCCO5)C3)c2n1
Frontier orbital gap ... 7.277 eV
HOMO level ... -7.046 eV
Multiplicity ... 1
Total charge ... 0

Last column: natural (NBO) charge in e.
Geometry (Å):
N: -3.08412 -0.48799 -2.40676  -0.799
C: -2.67105 -1.78737 -2.53506  0.378
C: -3.05254 -2.57288 -3.58826  -0.300
C: -2.47098 -3.83866 -3.67320  -0.084
C: -1.61498 -4.25923 -2.66927  -0.136
C: -1.07569 -5.54676 -2.69538  -0.184
C: -0.13796 -5.95999 -1.75672  -0.223
C: 0.25553 -5.05552 -0.72697  -0.248
C: -0.25158 -3.74149 -0.72982  0.356
O: 0.18475 -2.93070 0.30179  -0.528
C: 0.77066 -1.66010 -0.06251  0.110
C: 2.17091 -1.54506 0.47866  -0.437
C: 2.38651 -0.06947 0.79933  -0.207
N: 1.03234 0.49446 0.84833  -0.432
C: 0.71728 1.80294 1.29924  0.182
C: -0.62136 2.13152 1.57617  -0.281
C: -0.97735 3.43019 2.01795  -0.209
C: 0.03118 4.41214 2.13124  0.156
C: 1.37561 4.07402 1.86749  0.304
C: 1.71157 2.77297 1.45952  -0.324
O: 2.41192 4.93018 2.08122  -0.503
C: 2.04628 6.00079 2.96385  -0.106
C: 0.74562 6.60802 2.49930  -0.103
O: -0.36229 5.67985 2.53291  -0.489
C: -0.02745 -0.50216 0.58266  -0.221
C: -1.23260 -3.36913 -1.65367  0.106
N: -1.83466 -2.14325 -1.58050  -0.495
H: -2.44877 0.01816 -1.79176  0.403
H: -3.51040 -0.03833 -3.22290  0.386
H: -3.68109 -2.17388 -4.36366  0.216
H: -2.74340 -4.49412 -4.46135  0.213
H: -1.35596 -6.23019 -3.47857  0.208
H: 0.25790 -6.98955 -1.70895  0.219
H: 0.93981 -5.28909 0.07879  0.226
H: 0.80531 -1.51322 -1.15311  0.190
H: 2.29236 -2.17905 1.37703  0.219
H: 2.92875 -1.91897 -0.21143  0.216
H: 2.94222 0.41008 -0.04338  0.183
H: 2.93084 0.00438 1.75648  0.198
H: -1.42028 1.45376 1.37795  0.215
H: -2.00851 3.71426 2.22531  0.226
H: 2.74366 2.59044 1.22951  0.224
H: 2.89550 6.72690 3.06279  0.210
H: 1.87954 5.56077 3.96013  0.181
H: 0.91536 6.90911 1.47151  0.180
H: 0.45593 7.50781 3.11193  0.203
H: -0.77874 -0.08840 -0.11235  0.204
H: -0.46560 -0.84821 1.53451  0.197


3.
Below is the ion C3H5BrN3 with charge +1 in a non-equilibrium geometry, with properties calculated with ωB97M-V/def2-TZVPD.

Frontier orbital gap (spin up / spin down) ... 8.059 / 8.058 eV
HOMO level (spin up / spin down) ... -12.830 / -12.831 eV
Multiplicity ... 1
Total charge ... +1

Last column: natural (NBO) charge in e.
Geometry (Å):
C: -0.19971 1.78495 -0.07168  0.012
C: -2.20877 0.48807 0.10823  0.317
C: 1.04973 -1.53483 -0.03165  -0.477
N: -1.51811 1.49000 0.10764  -0.299
N: 0.63689 0.74053 -0.06429  -0.159
N: 0.12974 -0.40364 -0.02199  -0.209
Br: -3.48626 -0.65994 -0.07396  0.467
H: 0.14670 2.72901 0.27333  0.240
H: 0.55109 -2.36406 -0.52043  0.241
H: 2.00960 -1.30607 -0.65429  0.207
H: 1.29822 -1.82724 1.03848  0.242
H: 1.59086 0.86322 -0.08939  0.418


4.
Below is a cluster of 3 separate species, C3H12N3S in total in a non-equilibrium geometry, with properties calculated with ωB97M-V/def2-TZVPD.

Frontier orbital gap (spin up / spin down) ... 8.322 / 7.172 eV
HOMO level (spin up / spin down) ... -13.350 / -13.003 eV
Multiplicity ... 1
Total charge ... +1

Last column: natural (NBO) charge in e.
Geometry (Å):
C: -2.58100 1.90318 -0.19118  -0.803
C: 1.18608 1.66643 -0.11777  -0.421
C: -1.16878 1.74390 -0.10318  0.518
N: -0.04646 -0.06925 -1.13843  -0.681
N: -0.15391 1.10963 -0.51419  -0.161
N: 1.38616 -1.82011 0.44244  -1.081
S: -0.50011 1.04214 3.26980  -0.120
H: -3.19348 1.05405 0.06150  0.284
H: -3.07732 2.61410 0.50527  0.299
H: -2.90566 2.08124 -1.25275  0.285
H: 1.65679 2.28230 -0.91919  0.253
H: 1.15556 2.33272 0.80814  0.249
H: 1.78976 0.73555 0.09928  0.227
H: 0.67657 -0.89285 -0.85661  0.458
H: -0.76981 -0.43545 -1.67501  0.392
H: 2.08918 -2.58142 0.15511  0.409
H: 0.61088 -2.14832 1.00467  0.394
H: 1.90554 -1.17614 0.99706  0.374
H: -0.53447 1.59646 4.47402  0.126


E per entry: -111600.95900, -32729.70190, -77693.52690, -18599.11633 eV
Relative energy (zero: lowest compared OMol25 entry of this formula, charge and spin) per entry: 98.6, 346.9, 324.0, 687.3 kJ/mol